Here is a molecular structure, C53H72BN2O5PSn from OMol25. Energies are from ωB97M-V/def2-TZVPD.

The value obtained for the LUMO energy (spin up / spin down) is -0.18 / -0.44 eV. The HOMO-LUMO gap (spin up / spin down) comes out at 6.01 / 5.96 eV. The HOMO energy (spin up / spin down) is -6.2 / -6.4 eV.

Atoms and positions in Å:
Sn (-0.85, 0.10, -0.78)
P (-1.02, 4.15, 0.41)
O (-1.83, 4.30, -1.00)
O (0.04, 1.07, 2.86)
O (-1.00, -0.77, 3.73)
O (-0.80, 5.76, 0.70)
O (-2.32, 3.80, 1.30)
N (0.17, -1.27, -2.17)
N (0.67, -1.26, 0.49)
C (3.59, -3.91, -3.98)
C (4.33, -4.50, -2.98)
C (4.27, -4.40, 0.77)
C (-1.20, 4.96, -2.09)
C (-0.96, -3.96, -1.83)
C (2.27, 1.18, 0.70)
C (-3.88, 0.97, -0.53)
C (2.22, -2.73, -2.40)
C (4.03, -4.23, -1.62)
C (-0.33, -0.29, -5.70)
C (-3.54, -0.33, -0.21)
C (2.17, -0.80, 2.44)
C (-0.75, -4.96, -4.08)
C (-1.44, -2.36, -5.33)
C (1.23, -1.91, -1.71)
C (-1.83, 0.04, 5.84)
C (2.41, 0.76, -4.61)
C (-1.01, 2.89, 4.08)
C (1.04, 0.83, -3.92)
C (-0.49, -3.57, 1.73)
C (-1.76, 6.36, -2.27)
C (-2.89, 0.70, 3.67)
C (-3.52, 1.22, -1.88)
C (-4.07, 4.76, 2.63)
C (-0.49, 1.47, 4.15)
C (-1.15, -1.30, -6.16)
C (4.69, -4.77, -0.48)
C (1.46, -1.98, -0.30)
C (2.95, 0.34, 1.78)
C (0.51, -2.72, 2.48)
C (-2.88, -0.91, -1.35)
C (2.53, -3.01, -3.71)
C (0.38, 2.19, -4.12)
C (0.15, -0.30, -4.39)
C (0.83, -1.33, 1.94)
C (-3.53, 4.57, 1.23)
C (-0.59, -5.00, 2.25)
C (3.21, -3.49, 0.99)
C (2.99, -3.34, -1.38)
C (2.08, -2.37, 4.29)
C (4.30, -0.16, 1.23)
C (-0.20, -1.37, -3.55)
C (-2.95, 0.07, -2.40)
C (-0.96, -2.45, -4.02)
C (0.65, 1.37, 5.15)
C (1.08, -3.13, 3.65)
C (-1.88, -2.93, 1.69)
C (0.34, 6.14, 1.48)
C (-1.58, 0.39, 4.39)
C (-1.32, -3.76, -3.30)
C (2.64, -1.26, 3.64)
C (1.20, 7.10, 0.68)
C (2.57, -2.94, -0.08)
B (-0.11, -0.30, 2.79)
H (-1.25, -3.14, -1.19)
H (3.83, -4.13, -5.01)
H (-3.64, 2.16, -2.40)
H (2.30, 0.85, -5.70)
H (-2.63, -0.69, 5.91)
H (4.16, -0.80, 0.36)
H (-3.33, 5.27, 3.25)
H (0.24, 2.42, -5.18)
H (-0.18, 3.58, 3.96)
H (-2.42, -3.82, -3.37)
H (-1.47, -4.86, -1.48)
H (-0.60, 2.21, -3.64)
H (-3.42, 1.51, 4.17)
H (2.25, 0.65, -0.26)
H (-1.86, -1.94, 1.24)
H (-1.54, -1.27, -7.17)
H (2.87, 2.09, 0.54)
H (-2.76, -1.98, -1.52)
H (-4.24, 4.01, 0.61)
H (1.22, 0.71, -2.86)
H (-1.13, -5.89, -3.65)
H (-0.03, 6.62, 2.39)
H (-4.97, 5.37, 2.60)
H (5.50, -5.47, -0.61)
H (0.34, 1.74, 6.13)
H (-3.34, 5.53, 0.74)
H (3.51, -0.78, 4.07)
H (-1.23, -5.58, 1.59)
H (-2.71, 0.99, 2.63)
H (-2.55, -3.55, 1.10)
H (-1.01, -4.94, -5.14)
H (-0.13, -3.64, 0.70)
H (-0.94, -0.39, 6.30)
H (-2.28, -2.83, 2.70)
H (-3.68, -0.81, 0.74)
H (0.91, 5.26, 1.76)
H (-2.12, 0.93, 6.40)
H (-1.04, -5.03, 3.25)
H (0.38, -5.48, 2.30)
H (-0.12, 4.99, -1.95)
H (0.34, -4.97, -4.00)
H (5.13, -5.18, -3.23)
H (3.19, 1.02, 2.60)
H (1.26, 1.49, 0.96)
H (0.62, 7.98, 0.39)
H (1.47, 1.99, 4.80)
H (-2.08, -3.16, -5.70)
H (-2.84, 6.31, -2.41)
H (1.97, -2.58, -4.53)
H (1.01, 0.35, 5.26)
H (4.91, 0.69, 0.93)
H (-4.31, 3.81, 3.09)
H (2.91, -0.19, -4.40)
H (-4.35, 1.69, 0.13)
H (-1.71, 3.02, 3.26)
H (4.77, -4.82, 1.63)
H (2.05, 7.43, 1.28)
H (0.78, -4.07, 4.09)
H (4.85, -0.74, 1.98)
H (-1.52, 3.13, 5.02)
H (2.95, -3.24, 2.01)
H (0.11, -4.14, -1.71)
H (-3.52, -0.19, 3.68)
H (-1.39, 4.36, -2.98)
H (3.05, 1.57, -4.27)
H (2.49, -2.71, 5.24)
H (1.00, 2.98, -3.69)
H (-1.55, 6.97, -1.40)
H (-0.07, 0.54, -6.36)
H (-1.32, 6.83, -3.16)
H (1.57, 6.62, -0.22)
H (-2.59, -0.06, -3.41)

Here are the Löwdin charges for atoms 1 to 99, given in e:
1. Sn 1.375
2. P 0.878
3. O -0.332
4. O 0.121
5. O 0.147
6. O -0.330
7. O -0.355
8. N -0.061
9. N 0.008
10. C -0.062
11. C -0.020
12. C -0.049
13. C -0.307
14. C -0.069
15. C -0.078
16. C -0.157
17. C -0.086
18. C -0.157
19. C -0.038
20. C -0.204
21. C -0.117
22. C -0.059
23. C -0.048
24. C -0.208
25. C 0.004
26. C -0.046
27. C 0.001
28. C -0.381
29. C -0.353
30. C -0.072
31. C 0.009
32. C -0.152
33. C -0.068
34. C -0.443
35. C -0.066
36. C -0.017
37. C -0.192
38. C -0.335
39. C -0.123
40. C -0.348
41. C -0.005
42. C -0.063
43. C -0.158
44. C -0.209
45. C -0.280
46. C -0.067
47. C 0.017
48. C -0.086
49. C -0.056
50. C -0.051
51. C -0.194
52. C -0.225
53. C -0.120
54. C 0.004
55. C -0.057
56. C -0.044
57. C -0.326
58. C -0.450
59. C -0.336
60. C -0.080
61. C -0.079
62. C -0.067
63. B -0.623
64. H 0.041
65. H 0.103
66. H 0.098
67. H 0.080
68. H 0.093
69. H 0.072
70. H 0.078
71. H 0.078
72. H 0.093
73. H 0.138
74. H 0.093
75. H 0.066
76. H 0.089
77. H 0.058
78. H 0.038
79. H 0.104
80. H 0.086
81. H 0.084
82. H 0.108
83. H 0.093
84. H 0.082
85. H 0.114
86. H 0.078
87. H 0.111
88. H 0.095
89. H 0.107
90. H 0.125
91. H 0.079
92. H 0.091
93. H 0.089
94. H 0.067
95. H 0.107
96. H 0.089
97. H 0.092
98. H 0.086
99. H 0.091

Here is a molecular structure, C41H35AsBF4GeNO9STb at a distorted geometry from OMol25. Energies are from ωB97M-V/def2-TZVPD.

As for the multiplicity: 8. The value obtained for the LUMO energy (spin up / spin down) is 3.90 / 2.58 eV. The HOMO-LUMO gap (spin up / spin down) comes out at 6.88 / 5.40 eV. The total charge is -2. The expectation value of S² is 16.48. The HOMO energy (spin up / spin down) is -3.0 / -2.8 eV.

Atoms and positions in Å:
Tb (1.85, -1.04, 0.69)
As (3.95, -1.05, -1.52)
Ge (-0.21, -0.11, -1.35)
S (4.16, -3.47, 1.61)
F (-0.37, -4.68, 1.99)
F (-1.72, -3.57, 0.52)
F (0.01, -4.89, -0.26)
F (0.37, -2.83, 0.80)
O (1.60, 1.22, 0.96)
O (4.99, -4.07, 2.64)
O (-0.36, 1.58, 7.00)
O (5.22, -2.12, 0.89)
O (3.26, -2.44, 2.15)
O (3.58, 0.26, -0.59)
O (1.13, -0.44, 2.92)
O (4.21, -0.63, -3.20)
O (2.65, -2.11, -1.18)
N (-8.78, 0.59, -1.60)
C (1.48, 3.54, 1.25)
C (-1.94, -0.77, -2.34)
C (0.78, 1.92, 3.05)
C (-0.95, 1.77, -1.03)
C (2.31, 1.26, -5.24)
C (6.45, -2.27, -2.46)
C (1.29, 2.16, 1.75)
C (-6.73, 0.04, -0.13)
C (-0.18, 0.39, 7.74)
C (7.47, -3.19, -2.33)
C (-6.62, 0.87, 1.01)
C (-2.25, 3.01, 0.58)
C (2.58, 1.66, -3.95)
C (1.85, 1.22, -2.86)
C (-0.56, 2.96, -1.62)
C (-3.25, -2.53, -3.33)
C (-0.25, 2.82, 5.05)
C (-1.87, 4.25, -0.03)
C (0.29, 0.45, 4.93)
C (0.76, 0.37, -3.08)
C (-5.57, 0.73, 1.87)
C (-2.12, -2.11, -2.57)
C (7.79, -3.67, -1.06)
C (0.25, 2.99, 3.80)
C (-5.75, -0.93, -0.42)
C (-1.06, 4.22, -1.16)
C (1.26, 0.38, -5.47)
C (-4.56, -0.24, 1.62)
C (-2.81, 0.15, -2.93)
C (-3.51, -0.45, 2.44)
C (-1.81, 1.84, 0.09)
C (-0.09, 1.53, 5.67)
C (7.07, -3.32, 0.05)
C (6.00, -2.42, -0.14)
C (5.66, -1.89, -1.36)
C (0.71, 0.57, 3.57)
C (-7.89, 0.26, -0.97)
C (-3.90, -0.26, -3.70)
C (0.52, -0.06, -4.39)
C (-4.70, -1.05, 0.42)
C (-4.12, -1.64, -3.93)
B (-0.50, -4.09, 0.72)
H (-2.75, 1.21, -2.73)
H (-0.26, 0.69, 8.79)
H (7.33, -3.81, 0.98)
H (-2.29, 5.21, 0.25)
H (0.25, 3.99, 3.42)
H (-1.42, -2.81, -2.06)
H (-4.55, 0.50, -4.16)
H (2.02, 3.50, 0.32)
H (-5.88, -1.55, -1.32)
H (8.60, -4.36, -0.92)
H (0.45, 3.98, 1.11)
H (-5.06, -1.90, -4.48)
H (3.39, 2.35, -3.82)
H (6.16, -1.86, -3.42)
H (-2.84, -1.28, 2.27)
H (-3.37, -3.60, -3.44)
H (2.88, 1.59, -6.10)
H (-3.30, 0.22, 3.28)
H (7.99, -3.50, -3.25)
H (-0.94, -0.34, 7.48)
H (-2.87, 2.96, 1.47)
H (-3.91, -1.76, 0.19)
H (-0.37, -0.70, -4.52)
H (0.39, -0.51, 5.41)
H (0.10, 2.94, -2.46)
H (2.10, 1.56, -1.88)
H (-2.06, 0.89, 0.56)
H (2.09, 4.09, 2.02)
H (1.04, 0.02, -6.43)
H (3.42, -0.19, -3.61)
H (-0.82, 5.12, -1.62)
H (0.83, -0.02, 7.55)
H (-0.57, 3.69, 5.63)
H (-7.38, 1.68, 1.17)
H (-5.49, 1.33, 2.75)

Quick look at the Löwdin charges, all values in e:
1. Tb 1.605
2. As 0.923
3. Ge 1.013
4. S 0.816
5. F 0.106
6. F 0.169
7. F 0.154
8. F -0.138
9. O -0.188
10. O -0.444
11. O -0.097
12. O -0.275
13. O -0.565
14. O -0.523
15. O -0.142
16. O -0.252
17. O -0.580
18. N 0.126
19. C -0.003
20. C -0.326
21. C -0.106
22. C -0.321
23. C -0.122
24. C -0.091
25. C -0.370
26. C -0.226
27. C -0.086
28. C -0.110
29. C -0.050
30. C -0.110
31. C -0.146
32. C -0.191
33. C -0.098
34. C -0.107
35. C -0.035
36. C -0.119
37. C 0.051
38. C -0.299
39. C -0.042
40. C -0.119
41. C -0.115
42. C -0.050
43. C -0.040
44. C -0.103
45. C -0.096
46. C -0.310
47. C -0.124
48. C 0.098
49. C -0.149
50. C -0.293
51. C -0.017
52. C -0.417
53. C -0.193
54. C -0.336
55. C -0.207
56. C -0.118
57. C -0.091
58. C -0.001
59. C -0.135
60. B -1.228
61. H 0.085
62. H 0.085
63. H 0.112
64. H 0.085
65. H 0.097
66. H 0.109
67. H 0.095
68. H 0.078
69. H 0.123
70. H 0.092
71. H 0.089
72. H 0.099
73. H 0.108
74. H 0.089
75. H 0.081
76. H 0.084
77. H 0.093
78. H 0.080
79. H 0.097
80. H 0.092
81. H 0.094
82. H 0.120
83. H 0.102
84. H 0.108
85. H 0.076
86. H 0.076
87. H 0.083
88. H 0.112
89. H 0.074
90. H 0.020
91. H 0.070
92. H 0.097
93. H 0.106
94. H 0.129
95. H 0.103

Let's list energy above the lowest of the compared OMol25 structures with the same formula, charge and spin in order: 0.0, 16.2 kcal/mol.